Arrangement a

This record from OMol25 describes C7H17N in the gas phase. The level of theory is ωB97M-V/def2-TZVPD.

CARTESIAN COORDINATES (ANGSTROEM)
N (0.61, 1.04, -0.31)
C (1.20, -0.99, -1.49)
C (0.01, 3.33, 0.48)
C (-0.71, -1.02, 0.22)
C (-1.28, -2.27, -0.49)
C (0.20, -1.41, 1.39)
C (-0.04, 1.83, 0.71)
C (0.06, -0.20, -0.82)
H (-1.06, 1.48, 0.87)
H (1.34, -1.97, -1.04)
H (-0.30, 3.62, -0.53)
H (-1.98, -1.93, -1.25)
H (2.15, -0.45, -1.44)
H (-0.55, -2.98, -0.86)
H (-0.14, -2.33, 1.88)
H (1.23, -1.48, 1.10)
H (0.15, -0.67, 2.19)
H (-1.60, -0.49, 0.56)
H (0.98, 3.81, 0.61)
H (0.97, -1.18, -2.54)
H (0.46, 1.71, 1.69)
H (1.48, 1.41, -0.63)
H (-0.62, 0.06, -1.63)
H (-1.91, -2.81, 0.22)
H (-0.68, 3.87, 1.11)

Output
* SMILES: CCN[C@@H](C)C(C)C
* LUMO energy: 1.113 eV
* total charge: 0
* HOMO level: -7.89 eV


Arrangement b

This record from OMol25 describes 2 unconnected molecules or ions with the total composition C7H17N. The level of theory is ωB97M-V/def2-TZVPD.

CARTESIAN COORDINATES (ANGSTROEM)
N (1.12, 0.13, -0.73)
C (0.26, -2.02, 0.82)
C (0.53, -1.22, -0.48)
C (-0.28, 1.95, 0.42)
C (0.55, 0.69, 0.32)
C (-1.30, 1.84, 1.57)
C (-0.94, 2.25, -0.98)
C (-0.74, -1.42, -1.41)
H (-1.57, 2.83, 1.91)
H (4.05, -2.52, -0.47)
H (-1.51, 3.17, -1.10)
H (4.23, -2.24, 0.19)
H (-0.59, -0.94, -2.39)
H (-0.73, -1.87, 1.22)
H (-0.15, 2.25, -1.73)
H (-2.21, 1.30, 1.34)
H (0.39, 2.80, 0.57)
H (0.24, -3.03, 0.47)
H (-0.79, 1.46, 2.45)
H (-1.52, 1.39, -1.31)
H (-0.68, -2.50, -1.58)
H (-1.67, -1.24, -0.90)
H (0.97, 0.63, 1.32)
H (1.06, -1.77, 1.49)
H (1.25, -1.92, -0.99)

Output
* SMILES: CC(C)/C=N/C(C)C.[H][H]
* LUMO energy: 0.433 eV
* total charge: 0
* HOMO level: -8.07 eV


Arrangement c

This record from OMol25 describes 2 unconnected molecules or ions with the total composition C7H17N. The level of theory is ωB97M-V/def2-TZVPD.

CARTESIAN COORDINATES (ANGSTROEM)
N (-0.53, 1.08, 0.48)
C (-2.41, -0.37, -1.12)
C (-2.10, -0.70, 0.35)
C (-1.81, 0.68, 0.94)
C (1.94, 0.43, 0.30)
C (2.45, -1.03, 0.21)
C (0.58, 0.38, 1.08)
C (1.80, 0.96, -1.15)
H (0.37, -0.67, 1.32)
H (2.90, -1.29, 1.17)
H (1.20, 1.85, -1.23)
H (3.19, -1.12, -0.58)
H (2.77, 1.07, -1.58)
H (1.60, -1.68, 0.06)
H (1.25, 0.23, -1.72)
H (-1.90, 0.66, 2.02)
H (2.63, 1.11, 0.78)
H (-3.47, -0.08, -1.19)
H (-0.28, -0.36, -0.81)
H (0.72, 0.76, 2.09)
H (-1.79, 0.41, -1.51)
H (-3.00, -1.11, 0.86)
H (-1.13, -1.20, 0.43)
H (-2.61, 1.28, 0.51)
H (-2.37, -1.29, -1.71)

Output
* LUMO energy: -0.634 eV
* total charge: 0
* HOMO level: -8.43 eV


Here are the energies relative to the best structure, in kcal/mol: arrangement a 0.0; arrangement b 90.2; arrangement c 114.3.


Arrangement a

This record from OMol25 describes 3 unconnected molecules or ions with the total composition C4H10N. The level of theory is ωB97M-V/def2-TZVPD.

CARTESIAN COORDINATES (ANGSTROEM)
N (-0.80, -0.50, 0.08)
C (0.52, 0.18, 0.41)
C (-1.41, -1.14, 1.03)
C (1.23, 0.79, -0.57)
C (-1.81, 0.18, -0.75)
H (4.71, -0.07, 0.04)
H (3.63, -0.15, -0.03)
H (2.11, 1.24, -0.15)
H (0.58, 0.35, 1.53)
H (-2.48, -1.14, 1.20)
H (1.01, 0.78, -1.61)
H (-2.07, 1.25, -0.55)
H (-1.70, 0.16, -1.79)
H (-2.66, -0.36, -0.65)
H (-0.85, -1.58, 1.81)

Output
* LUMO energy: -5.821 eV
* total charge: +1
* HOMO level: -15.09 eV


Arrangement b

This record from OMol25 describes 2 unconnected molecules or ions with the total composition C4H10N. The level of theory is ωB97M-V/def2-TZVPD.

CARTESIAN COORDINATES (ANGSTROEM)
N (-1.57, 0.10, -0.77)
C (-2.51, -0.58, -0.24)
C (0.87, -0.71, 1.31)
C (1.37, -0.38, 0.12)
C (1.58, 1.05, -0.33)
H (-0.79, 0.40, -0.17)
H (0.80, 1.74, 0.00)
H (2.55, 1.35, 0.07)
H (0.90, -1.72, 1.68)
H (-2.45, -0.71, 0.84)
H (0.47, 0.07, 1.96)
H (1.92, -1.11, -0.47)
H (-1.50, 0.38, -1.74)
H (1.67, 1.12, -1.41)
H (-3.30, -0.99, -0.84)

Output
* LUMO energy: -5.541 eV
* total charge: +1
* HOMO level: -13.80 eV


Here are the energies relative to the best structure, in kcal/mol: arrangement a 75.3; arrangement b 0.0.